A cluster of 2 separate species, C22H20F2NO2 in total, computed with wB97M-V/def2-TZVPD.

Calculated values
**Lowest unoccupied orbital energy**: -0.223 Ha
**Gap between HOMO and LUMO**: 0.1474 Eh
**Calculated total energy**: -34149.620 eV
**Energy relative to the best compared isomer or geometry (same formula, charge and spin)**: 0.00 kJ/mol
**Total charge**: +1
**HOMO**: -10.09 eV

```
47
Properties=species:S:1:pos:R:3:mulliken_charge:R:1
F -2.78042 5.26276 0.73480 -0.300
C -2.55371 3.90724 0.66220 -0.016
C -3.65427 3.05596 0.71106 -0.537
C -3.39850 1.67585 0.66194 -0.561
C -2.10255 1.19347 0.59278 -0.129
C -0.97339 2.06260 0.50895 0.876
C 0.30148 1.45135 0.37887 0.329
C 1.59134 2.04481 0.44319 0.896
C 2.71740 1.16700 0.48513 -0.445
C 4.01223 1.64785 0.59393 -0.581
C 4.26891 3.02628 0.68193 -0.441
C 3.17583 3.88441 0.61793 0.046
F 3.40545 5.23804 0.71769 -0.287
C 1.86845 3.44435 0.49069 -0.626
C -1.24344 3.46304 0.58196 -0.587
H -4.66472 3.44990 0.77973 0.474
H -4.22664 0.96875 0.70924 0.418
H -1.90545 0.11975 0.61214 0.148
H 0.28878 0.36466 0.25850 -0.041
H 2.51984 0.09590 0.42533 0.270
H 4.84173 0.94387 0.64280 0.430
H 5.27979 3.41624 0.77948 0.473
H 1.07791 4.17465 0.42359 0.686
H -0.44614 4.18920 0.57538 0.417
C -4.56829 -2.10703 -1.86144 -1.274
C -3.59803 -2.18204 -0.70594 0.057
O -2.27067 -1.91049 -1.23064 -0.312
C -1.27099 -2.07570 -0.30061 0.657
C 0.01086 -1.80224 -0.86752 -0.721
N 1.13111 -2.53898 -0.51494 0.311
C 1.26666 -3.21621 0.68733 -0.175
C 2.48107 -3.78668 1.02237 -0.596
C 3.58797 -3.68224 0.17700 -0.339
C 3.40242 -3.09237 -1.07536 -0.578
C 2.19000 -2.52776 -1.40611 -0.128
O -1.52263 -2.39730 0.86879 -0.728
H -5.58148 -2.05424 -1.45179 0.385
H -4.39421 -1.23758 -2.50663 0.315
H -4.52415 -3.02083 -2.46904 0.331
H -3.82408 -1.42721 0.06144 0.107
H -3.60444 -3.18572 -0.25913 0.310
H 0.02697 -1.32933 -1.84064 0.335
H 0.38508 -3.23273 1.32123 0.519
H 2.54570 -4.31549 1.97012 0.395
H 4.56357 -4.06269 0.47273 0.436
H 4.19947 -3.03764 -1.81618 0.401
H 1.96818 -2.02542 -2.34428 0.382
```

A cluster of 4 separate species, C22H20FO6 in total, computed with wB97M-V/def2-TZVPD.

Calculated values
**Lowest unoccupied orbital energy**: 0.009 Ha
**Gap between HOMO and LUMO**: 0.0824 Eh
**Calculated total energy**: -38134.077 eV
**Total charge**: -1
**HOMO**: -2.00 eV

```
49
Properties=species:S:1:pos:R:3:mulliken_charge:R:1
C -1.26680 0.32447 -1.86951 -0.909
C -0.73248 1.87466 -1.74533 0.516
F -1.37522 2.67084 -2.85219 -0.406
C -1.19556 2.49308 -0.26572 -0.383
C 0.10783 2.74016 0.71484 -0.692
H -2.28941 0.27062 -2.45382 0.147
H -0.43660 -0.32562 -2.42140 0.023
H 0.42268 1.98178 -1.91173 -0.001
H -1.98166 1.72385 0.18321 0.161
H -1.80883 3.49838 -0.45569 0.297
H 1.09523 2.47605 0.10386 0.083
H 0.10316 2.08776 1.68749 0.260
H 0.13303 3.90193 0.97747 0.191
C 1.07667 -3.90133 0.20316 -0.348
C 0.84752 -5.21557 0.12199 -0.383
C -0.14152 -5.76356 -0.82708 0.307
O -0.35334 -6.96615 -0.90064 -0.644
C -0.86591 -4.80366 -1.68361 -0.447
C -0.63676 -3.48942 -1.60245 -0.019
C 0.35228 -2.94143 -0.65338 0.244
O 0.56410 -1.73884 -0.57982 -0.484
H 1.79809 -3.48285 0.89429 0.370
H 1.37120 -5.93259 0.74285 0.384
H -1.58733 -5.22214 -2.37475 0.412
H -1.16044 -2.77240 -2.22330 0.352
C 4.52922 6.29188 -0.50386 -0.348
C 4.35084 4.96961 -0.58201 -0.372
C 3.31994 4.38645 -1.46313 0.419
O 3.15464 3.17641 -1.53378 -0.533
C 2.49539 5.32046 -2.25530 -0.294
C 2.67377 6.64273 -2.17715 -0.328
C 3.70467 7.22590 -1.29603 0.387
O 3.86997 8.43594 -1.22538 -0.579
H 5.28030 6.73602 0.13791 0.387
H 4.94803 4.27132 -0.00793 0.412
H 1.74430 4.87632 -2.89707 0.439
H 2.07658 7.34102 -2.75123 0.402
C -3.57658 -2.63153 2.22012 -0.487
C -2.24371 -2.62866 2.12131 -0.305
C -1.41770 -3.59351 2.87362 0.445
O -0.19758 -3.59031 2.78533 -0.530
C -2.12135 -4.56215 3.73759 -0.402
C -3.45422 -4.56502 3.83639 -0.388
C -4.28023 -3.60016 3.08408 0.409
O -5.50036 -3.60337 3.17237 -0.576
H -4.19720 -1.93027 1.67576 0.454
H -1.71277 -1.92505 1.49134 0.556
H -1.50073 -5.26340 4.28194 0.410
H -3.98516 -5.26863 4.46636 0.391
```

The molecule C22H20N2O8, computed with wB97M-V/def2-TZVPD.

Calculated values
**Lowest unoccupied orbital energy**: -0.018 Ha
**Gap between HOMO and LUMO**: 0.3282 Eh
**Calculated total energy**: -42496.136 eV
**Energy relative to the best compared isomer or geometry (same formula, charge and spin)**: 268.26 kJ/mol
**HOMO**: -9.43 eV
**SMILES**: O=C1c2ccccc2C(=O)N1OCCOCCOCCON1C(=O)c2ccccc2C1=O

```
52
Properties=species:S:1:pos:R:3:mulliken_charge:R:1
O 3.12652 -1.06746 2.16452 -0.622
C 1.94875 -1.31094 2.18810 -0.065
C 1.11291 -2.05948 1.22293 0.857
C 1.46974 -2.76947 0.09555 -0.576
C 0.45992 -3.41745 -0.60912 -0.230
C -0.86001 -3.34671 -0.19408 -0.454
C -1.22066 -2.62627 0.94021 -0.580
C -0.21843 -1.99137 1.64322 0.379
C -0.27441 -1.21387 2.90281 0.026
O -1.21859 -0.88333 3.57004 -0.637
N 1.05839 -0.93030 3.18956 0.301
O 1.45737 -0.25409 4.32705 -0.427
C 1.28930 1.15248 4.24323 -0.520
C 2.08339 1.76421 3.09227 -0.644
O 1.34672 1.55466 1.90539 -0.205
C 2.02366 1.96380 0.74331 -0.718
C 1.04920 1.88395 -0.43369 -0.647
O 0.84764 0.57799 -0.92801 0.137
C 1.82658 0.09349 -1.82712 -0.571
C 1.68570 0.66155 -3.24617 -0.594
O 0.55344 0.15021 -3.94122 -0.394
N -0.62621 0.28441 -3.23132 0.359
C -1.16176 1.51277 -2.86394 0.194
O -0.71766 2.58953 -3.16806 -0.617
C -2.33543 1.16745 -2.02916 0.252
C -3.25638 1.98251 -1.40543 -0.536
C -4.25894 1.37165 -0.65763 -0.551
C -4.33187 -0.00791 -0.55019 -0.650
C -3.40407 -0.82938 -1.18400 -0.250
C -2.40507 -0.22465 -1.91701 0.614
C -1.26848 -0.81281 -2.66260 -0.012
O -0.93275 -1.95939 -2.78700 -0.598
H 2.50226 -2.82925 -0.21376 0.485
H 0.70215 -3.97902 -1.49784 0.396
H -1.61504 -3.86217 -0.76683 0.415
H -2.24467 -2.57038 1.27608 0.528
H 0.22875 1.40202 4.12457 0.270
H 1.65602 1.51195 5.20491 0.409
H 2.22437 2.84236 3.26248 0.476
H 3.06911 1.28269 3.02533 0.333
H 2.90350 1.32487 0.57477 0.250
H 2.36610 3.00407 0.85516 0.510
H 1.38351 2.56096 -1.22787 0.428
H 0.06745 2.21007 -0.08107 0.253
H 2.83909 0.29936 -1.46085 0.436
H 1.66845 -0.98786 -1.85812 0.162
H 2.52765 0.34487 -3.86273 0.397
H 1.63991 1.75673 -3.22662 0.292
H -3.19501 3.05588 -1.49608 0.529
H -4.99113 1.98329 -0.15233 0.415
H -5.12084 -0.45281 0.03733 0.438
H -3.46016 -1.90343 -1.10896 0.561
```

A structure of composition C22H20N3O2OsSe, computed with wB97M-V/def2-TZVPD.

Calculated values
**Lowest unoccupied orbital energy (spin up / spin down)**: -0.159 / -0.174 Ha
**Gap between HOMO and LUMO (spin up / spin down)**: 0.2124 / 0.2397 Eh
**Calculated total energy**: -99509.096 eV
**Energy relative to the best compared isomer or geometry (same formula, charge and spin)**: 0.00 kJ/mol
**Spin multiplicity**: 5
**<S²>**: 6.06
**Total charge**: +1
**HOMO (spin up / spin down)**: -10.10 / -11.27 eV

```
49
Properties=species:S:1:pos:R:3:mulliken_spin:R:1
Os -0.24457 -0.60086 0.33233 2.450
C 0.24871 -4.34776 2.53915 -0.001
C 0.64197 -3.19685 1.66927 0.034
O -0.30842 -2.50048 1.22556 0.018
C 2.01423 -2.93103 1.33652 0.000
C 2.96286 -3.96733 1.51011 -0.002
C 4.27260 -3.80301 1.15028 0.016
C 4.68134 -2.56757 0.62968 -0.004
C 3.79205 -1.53074 0.47661 0.018
C 2.44593 -1.68834 0.82008 0.007
O 1.67947 -0.60345 0.69002 0.072
H -0.76105 -4.18945 2.90695 0.000
H 0.93955 -4.47158 3.37030 0.001
H 0.25979 -5.27150 1.95447 0.002
H 2.63917 -4.91769 1.91183 0.001
H 4.98006 -4.61106 1.26781 0.001
H 5.71628 -2.42178 0.34772 0.000
H 4.10421 -0.56844 0.09483 -0.001
Se -2.67243 -2.78143 -0.38686 0.013
N -2.12368 -1.04000 -0.47169 -0.034
C -2.71316 -0.49774 -1.54868 0.026
C -2.63186 0.86667 -1.95170 -0.015
C -3.30640 1.24282 -3.06434 0.023
C -4.08843 0.32636 -3.85085 -0.014
C -4.21621 -0.96577 -3.48831 0.021
C -3.54058 -1.40919 -2.30317 -0.018
N -3.62820 -2.63823 -1.83603 0.064
H -2.05714 1.56821 -1.36830 0.006
H -3.26808 2.27976 -3.37338 0.001
H -4.58827 0.69225 -4.73728 0.000
H -4.81237 -1.67281 -4.04731 0.000
C -0.09540 1.70926 2.63724 0.083
C 0.07039 2.78812 1.60765 0.126
C 0.23167 4.10706 1.97666 -0.088
C 0.41808 5.10256 1.02064 0.186
C 0.45329 4.77738 -0.33056 -0.089
C 0.29317 3.47336 -0.75728 0.162
C 0.32424 3.12888 -2.22049 -0.014
C 0.08246 2.46084 0.22077 -0.028
N -0.12207 1.19841 -0.17328 0.949
H -0.23751 2.13355 3.62995 0.009
H 0.78007 1.05583 2.67314 -0.003
H -0.97715 1.08846 2.42929 -0.005
H 0.22041 4.36690 3.02802 0.002
H 0.54382 6.13075 1.33215 0.009
H 0.61607 5.55542 -1.06673 0.001
H 1.02763 3.77020 -2.74999 0.006
H -0.65628 3.28000 -2.68010 0.013
H 0.60978 2.09106 -2.38269 -0.006
```

The molecule C22H20N6O3S2, computed with wB97M-V/def2-TZVPD.

Calculated values
**Lowest unoccupied orbital energy**: 0.019 Ha
**Gap between HOMO and LUMO**: 0.3319 Eh
**Calculated total energy**: -59892.854 eV
**HOMO**: -8.53 eV
**SMILES**: O=C(COc1ccccc1)NCc1nnc(SCC(=O)Nc2nccs2)n1-c1ccccc1

```
53
Properties=species:S:1:pos:R:3:mulliken_charge:R:1
O 0.39164 2.99356 -2.23654 -0.640
C -0.25119 1.98214 -2.41817 0.649
C -0.04661 1.11187 -3.66104 -0.769
O -0.59002 -0.18271 -3.57770 -0.529
C 0.15474 -1.17090 -2.98767 0.614
C 1.30471 -0.95304 -2.23920 -0.382
C 1.97217 -2.03602 -1.68721 -0.408
C 1.50204 -3.32428 -1.86206 -0.726
C 0.34740 -3.53663 -2.59976 -0.351
C -0.32239 -2.46972 -3.16239 -0.468
N -1.23241 1.55504 -1.59895 0.038
C -1.75012 2.38453 -0.53135 -1.256
C -1.55875 1.80213 0.82303 0.847
N -2.52986 1.43449 1.61449 -0.707
N -2.00004 0.99321 2.75996 -0.325
C -0.70223 1.06052 2.64910 0.218
S 0.47754 0.62642 3.85782 -0.175
C 0.08572 -1.14337 4.14397 -0.463
C -1.33841 -1.33853 4.58918 0.326
O -1.69366 -1.27225 5.73872 -0.619
N -2.26054 -1.65190 3.61126 -0.031
C -2.13843 -1.69720 2.25303 0.302
N -1.04763 -1.63373 1.56638 -0.228
C -1.28961 -1.69369 0.23342 -0.283
C -2.59083 -1.81515 -0.12048 -0.466
S -3.59382 -1.85650 1.28178 -0.255
N -0.35507 1.58192 1.43066 0.632
C 0.94708 1.80106 0.93130 -0.474
C 1.36094 3.08575 0.61006 -0.112
C 2.63770 3.28291 0.11802 -0.751
C 3.49724 2.20890 -0.03621 -0.458
C 3.08218 0.93169 0.30210 -0.914
C 1.80286 0.71835 0.78191 0.275
H -0.58840 1.60485 -4.47678 0.330
H 1.01691 1.09858 -3.92292 0.444
H 1.67808 0.04510 -2.06689 0.400
H 2.86722 -1.86177 -1.10995 0.348
H 2.02878 -4.15837 -1.42516 0.420
H -0.02958 -4.53801 -2.74123 0.389
H -1.21728 -2.61411 -3.74692 0.462
H -1.72768 0.70675 -1.83260 0.235
H -2.82407 2.54349 -0.66619 0.427
H -1.22283 3.34084 -0.61061 0.372
H 0.30640 -1.68945 3.22924 0.326
H 0.75653 -1.42294 4.95573 0.479
H -3.21159 -1.68846 3.96181 0.201
H -0.45337 -1.64651 -0.43828 0.257
H -3.01472 -1.88965 -1.10039 0.516
H 0.69324 3.92147 0.75120 0.504
H 2.95863 4.27849 -0.14443 0.410
H 4.49426 2.36714 -0.41879 0.431
H 3.75794 0.09712 0.19058 0.382
H 1.45918 -0.27341 1.03512 0.560
```